No. 1
{"formula": "C4H9BO2Sr", "method": "ωB97M-V with the def2-TZVPD basis set", "e_homo_ev": -17.5, "e_above_lowest_kcal_mol": 44.71, "lumo_ev": -9.68, "total_charge": 2, "symbols": ["B", "C", "C", "O", "C", "C", "O", "H", "H", "H", "H", "H", "H", "H", "H", "H", "Sr"], "positions_angstrom": [[1.873361, -1.470339, 0.223428], [2.129543, 0.154008, 0.194532], [0.834151, 1.022475, -0.405667], [-0.324809, 0.192594, -0.745876], [-1.345336, 0.153657, 0.302885], [-2.710047, -0.748092, -0.033350], [-1.298239, 0.705616, 1.514128], [1.860728, -2.197257, -0.701891], [1.663750, -1.949462, 1.302735], [3.063160, 0.325059, -0.530170], [2.495869, 0.578038, 1.248680], [0.611922, 1.956391, 0.265121], [1.238969, 1.463400, -1.439434], [-3.019266, -1.374525, 0.929212], [-3.583452, -0.111573, -0.481123], [-2.406853, -1.569479, -0.842111], [-1.083452, 2.869489, -0.801099]], "forces_ev_per_angstrom": [[-0.188, 0.644, 1.031], [1.025, 1.401, -0.062], [3.506, 0.065, -0.918], [-1.879, 1.982, 2.877], [-2.162, -0.312, 5.108], [1.410, -1.309, -0.892], [0.986, -1.686, -7.864], [0.025, 0.287, -0.421], [0.104, 0.132, -0.266], [-2.132, -0.128, 1.344], [-1.221, -0.881, -2.284], [0.562, -2.104, -0.133], [-1.052, -0.952, 1.778], [0.690, 1.928, -1.904], [1.700, -1.047, 1.085], [-0.647, 1.950, 1.593], [-0.727, 0.030, -0.071]]}

No. 2
{"formula": "C25H47ClIIrNO3Si2", "method": "ωB97M-V with the def2-TZVPD basis set", "e_homo_ev": [-9.8, -11.3], "spin_multiplicity": 5, "e_above_lowest_kcal_mol": 0.00, "s2": 6.052, "lumo_ev": [-4.35, -6.46], "total_charge": 1, "symbols": ["O", "O", "C", "C", "H", "H", "H", "H", "H", "C", "C", "H", "H", "H", "H", "H", "C", "C", "C", "H", "H", "H", "H", "H", "C", "H", "H", "H", "H", "H", "H", "Ir", "C", "Si", "H", "H", "C", "C", "C", "C", "Si", "H", "H", "C", "C", "C", "H", "H", "H", "H", "H", "H", "H", "H", "H", "H", "H", "H", "H", "H", "H", "H", "H", "H", "Cl", "C", "C", "C", "I", "C", "O", "C", "N", "C", "C", "C", "C", "H", "H", "H", "H"], "positions_angstrom": [[-1.294054, -1.977686, -2.907601], [-2.434847, -0.387622, -5.155893], [0.039838, -2.473059, -2.819938], [0.502570, -3.025549, -1.492048], [0.668917, -1.627083, -3.113933], [0.136049, -3.256474, -3.583979], [0.334375, -2.337696, -0.646914], [1.578049, -3.190645, -1.576832], [0.033118, -3.995917, -1.279972], [-2.182322, -2.355844, -1.852009], [-3.330893, -3.178436, -2.384711], [-2.525505, -1.421809, -1.379265], [-1.683354, -2.958493, -1.069287], [-3.906247, -2.616216, -3.124556], [-3.982013, -3.446261, -1.547857], [-2.952757, -4.104323, -2.829473], [-3.481556, 0.571216, -5.404835], [-2.260095, -1.359910, -6.194932], [-4.661037, 0.301810, -4.488457], [-3.805364, 0.495388, -6.463940], [-3.036838, 1.570374, -5.242114], [-5.130691, -0.659306, -4.749950], [-5.391237, 1.105837, -4.630417], [-4.343239, 0.279557, -3.436982], [-3.502051, -2.213793, -6.373942], [-1.379297, -1.946458, -5.881262], [-2.027460, -0.820438, -7.137707], [-3.815891, -2.659609, -5.421146], [-3.260799, -3.018027, -7.072267], [-4.330865, -1.627644, -6.796307], [-1.133336, 0.032292, -4.063263], [1.430981, 0.185092, 0.686288], [-0.381054, 0.844798, -3.808426], [0.403788, 1.516081, -5.397322], [-0.934554, 1.662324, -3.315656], [0.334004, 0.453494, -3.070509], [1.257067, 0.100216, -6.302441], [1.635903, 2.882259, -5.033355], [-0.731055, 2.331881, -6.655734], [1.743169, 0.912970, -1.001218], [3.195634, 1.490990, 0.082336], [1.195476, 1.785814, -1.384563], [2.027701, 0.214018, -1.796968], [3.921458, 2.716833, -1.165185], [4.373072, 0.127990, 0.610090], [2.744155, 2.503423, 1.627726], [-0.156756, 2.575187, -7.561694], [-1.115443, 3.281013, -6.264632], [-1.592003, 1.736666, -6.975872], [2.137365, -0.246514, -5.744280], [1.601300, 0.431303, -7.293219], [0.596469, -0.763310, -6.455931], [2.206329, 2.696109, -4.116762], [1.108396, 3.839427, -4.922208], [2.343112, 2.987640, -5.868263], [4.975211, -0.196915, -0.243861], [3.843408, -0.744507, 1.027363], [5.037889, 0.532230, 1.381467], [1.935796, 2.046009, 2.225547], [2.417891, 3.505643, 1.333980], [3.632131, 2.574687, 2.264960], [4.767107, 3.271949, -0.735683], [3.139372, 3.436670, -1.451010], [4.261767, 2.195804, -2.071176], [-3.801629, -1.029392, 4.928912], [-2.281748, -1.024723, 4.163134], [-1.209546, -1.694824, 4.759715], [0.040282, -1.780009, 4.145996], [1.549512, -2.888306, 5.027586], [0.242231, -1.102793, 2.893045], [1.316377, -1.113833, 2.170190], [-0.828480, -0.365940, 2.355509], [-0.510719, 0.206844, 1.161067], [-1.502284, 0.793690, 0.444402], [-2.810393, 0.842766, 0.930625], [-3.125828, 0.325208, 2.178685], [-2.134671, -0.329954, 2.918549], [-1.355730, -2.178287, 5.715487], [-1.219532, 1.189177, -0.532573], [-3.577038, 1.282272, 0.296584], [-4.131057, 0.393353, 2.577880]], "forces_ev_per_angstrom": [[-0.149, -0.486, 1.090], [-1.049, -0.131, -1.021], [-0.133, 0.135, -0.558], [0.168, -0.199, 0.160], [0.078, -0.172, -0.048], [0.230, 0.082, 0.080], [0.016, -0.171, -0.248], [0.016, -0.061, 0.070], [0.196, 0.273, 0.128], [0.253, -0.002, -0.034], [-0.154, 0.065, 0.071], [-0.129, -0.184, -0.055], [-0.197, 0.486, -0.389], [0.061, -0.134, 0.057], [-0.108, -0.022, -0.126], [-0.094, 0.147, -0.035], [0.475, -0.446, -0.151], [-0.103, 0.589, 0.263], [-0.086, 0.101, -0.156], [0.206, 0.235, 0.455], [-0.323, -0.368, -0.013], [0.124, 0.358, 0.211], [-0.057, -0.162, 0.164], [-0.075, -0.003, -0.266], [0.147, -0.220, -0.132], [-0.420, 0.143, -0.187], [0.039, -0.359, 0.302], [0.103, 0.116, -0.248], [-0.186, -0.033, -0.015], [0.208, -0.237, 0.140], [1.292, 1.225, 0.573], [1.967, -2.725, 1.021], [-0.632, -0.223, -0.153], [0.125, -0.361, -0.170], [0.044, -0.112, -0.014], [-0.069, 0.223, -0.406], [0.176, -0.059, 0.019], [0.187, 0.063, 0.104], [-0.410, 0.051, 0.001], [-1.535, 1.777, -3.789], [2.976, 2.186, -0.409], [0.375, -0.202, -0.358], [0.116, 0.147, 0.053], [0.154, -0.067, 0.123], [0.276, -0.115, -0.148], [-0.291, -0.023, -0.141], [-0.001, -0.083, 0.262], [-0.026, -0.076, -0.047], [0.163, 0.012, 0.047], [-0.123, -0.008, -0.112], [-0.046, -0.065, 0.241], [0.096, 0.200, 0.069], [0.033, 0.058, -0.108], [0.139, -0.164, 0.032], [-0.126, 0.017, 0.207], [-0.033, -0.119, 0.132], [0.427, 0.161, -0.075], [-0.015, -0.110, -0.076], [0.125, 0.277, 0.219], [-0.045, -0.129, 0.114], [-0.143, -0.048, -0.050], [-0.138, -0.099, -0.105], [0.261, -0.188, 0.069], [-0.079, 0.173, 0.221], [-0.044, -0.007, 0.077], [0.359, -0.050, 0.167], [-0.200, 0.229, -0.327], [0.112, 0.120, -0.474], [-0.183, 0.252, -0.273], [1.232, -1.044, 0.427], [-0.963, -1.112, 3.547], [-1.582, 0.518, -0.823], [-4.592, 0.891, 0.216], [0.532, -0.536, 0.850], [-0.083, 0.066, -0.044], [-0.009, 0.004, -0.153], [1.171, -0.133, -0.403], [-0.105, -0.010, -0.025], [-0.077, -0.081, 0.266], [0.122, -0.024, 0.231], [0.034, -0.015, -0.117]]}

No. 3
{"formula": "C10H21IN3OP2Pd", "method": "ωB97M-V with the def2-TZVPD basis set", "e_homo_ev": [-19.2, -18.9], "spin_multiplicity": 5, "s2": 6.040, "lumo_ev": [-10.33, -14.56], "total_charge": 3, "symbols": ["C", "I", "H", "H", "H", "Pd", "P", "C", "C", "H", "H", "H", "H", "H", "H", "C", "H", "H", "H", "P", "C", "C", "H", "H", "H", "C", "H", "H", "H", "H", "H", "H", "C", "O", "N", "C", "N", "C", "N"], "positions_angstrom": [[1.283342, 0.466699, -2.574103], [2.976119, 0.311332, -1.065011], [2.090105, 0.512217, -3.313886], [0.444646, 0.976322, -3.108257], [0.759104, -0.422570, -2.235145], [-1.671173, -0.831239, 1.245397], [0.457477, 2.288451, -0.515769], [-0.980871, 3.064498, 0.345780], [1.782195, 3.263780, 0.342049], [1.568840, 4.325021, 0.081722], [0.428378, 4.393494, -1.833690], [2.773082, 2.969043, -0.045500], [1.093822, 2.996387, -2.801695], [-1.039175, 2.635675, 1.351207], [1.747371, 3.142054, 1.452971], [0.346661, 3.315265, -2.063569], [-0.967066, 4.160659, 0.418074], [-0.657720, 3.111516, -2.464755], [-1.866717, 2.759818, -0.221650], [0.093107, -2.149368, -0.438799], [-1.280777, -3.342928, -0.080874], [0.625807, -2.920474, -2.021302], [2.308296, -2.363150, 0.464737], [1.543149, -3.984831, 0.282094], [1.090286, -2.865063, 1.662662], [1.368357, -2.920616, 0.596164], [1.570733, -2.507644, -2.411301], [0.783079, -3.995197, -1.834839], [-0.940264, -4.379660, -0.234388], [-2.069178, -3.100875, -0.787622], [-0.147521, -2.775405, -2.780300], [-1.712919, -3.255106, 0.921457], [-3.250588, 0.105425, 0.680314], [-4.398540, 0.279133, 0.741284], [-0.257011, -1.349841, 2.671589], [-1.192443, -1.021529, 3.380580], [-2.074876, -0.613603, 4.273895], [-1.544677, -0.283900, 5.442685], [-1.082431, 0.006214, 6.477793]], "forces_ev_per_angstrom": [[0.262, -0.902, -1.222], [-0.992, 0.683, 0.414], [-0.879, -1.299, -0.521], [0.703, 1.382, 1.626], [0.847, -0.522, -0.961], [0.523, 0.193, -0.882], [0.642, 4.758, 0.223], [-0.844, -1.761, 0.211], [0.569, -0.585, 0.542], [0.051, -0.709, 0.171], [0.044, -0.613, 0.178], [-0.477, 0.422, 0.362], [-0.217, 0.467, 0.262], [-0.165, 0.250, 0.025], [0.084, -0.005, -0.918], [-0.296, -1.037, -0.555], [0.539, -0.262, -0.268], [0.308, 0.183, -0.172], [-0.128, 0.227, 0.228], [1.253, -4.501, 0.013], [-1.154, 1.424, -0.147], [0.037, 1.152, -1.262], [-0.195, -0.346, 0.135], [-0.456, 0.953, 0.062], [0.273, -0.212, -0.596], [0.978, 0.687, 1.146], [-0.345, -0.070, 0.282], [-0.262, 0.386, 0.246], [0.240, 0.396, 0.101], [-0.289, -0.392, -0.179], [0.120, -0.166, -0.048], [0.081, -0.263, 0.168], [-6.977, 0.687, -0.377], [5.281, -0.299, -0.493], [-2.289, 0.601, 2.193], [2.731, -0.578, 0.181], [1.258, 0.094, 0.998], [-1.124, -0.724, -2.049], [0.264, 0.301, 0.883]]}

no.,electronic energy (eV)
1,-9880.0952
2,-73526.2845
3,-47347.2906